Entry 1:
DFT (ωB97M-V/def2-TZVPD) results for C4H5N3O in the gas phase in a non-equilibrium geometry.

Structure (XYZ):
```
13
Properties=species:S:1:pos:R:3:forces:R:3
N 0.605 1.500 0.490 0.445 -0.793 -0.704
C -0.843 1.437 0.443 -0.012 0.369 0.041
C -0.158 -0.680 -0.210 -0.239 0.117 0.127
N -0.154 -1.957 -0.647 -0.003 0.032 0.054
C 1.218 -0.040 -0.024 -0.529 0.926 0.090
C -1.224 0.081 0.154 0.111 -0.348 -0.111
N 1.532 0.506 1.149 -0.027 -0.056 0.554
O -1.508 2.444 0.535 0.359 -0.467 0.002
H 1.072 2.280 0.045 -0.028 -0.088 0.015
H 0.717 -2.440 -0.786 -0.067 0.049 0.041
H -0.986 -2.521 -0.589 0.075 0.059 -0.021
H 1.982 -0.367 -0.759 -0.086 0.204 -0.081
H -2.252 -0.243 0.199 0.001 -0.004 -0.009
```
Positions in Å, forces in eV/Å.

- highest occupied orbital energy (alpha / beta) (eV) = -8.182 / -8.183
- DFT total energy (hartree) = -394.79094
- HOMO-LUMO gap (alpha / beta) (eV) = 8.19 / 8.19
- maximum force (eV/A) = 1.15
- lowest unoccupied orbital energy (alpha / beta) (eV) = 0.006 / 0.006

***

Entry 2:
DFT (ωB97M-V/def2-TZVPD) results for CBr3NO as an isolated structure in a non-equilibrium geometry.

Structure (XYZ):
```
6
Properties=species:S:1:pos:R:3:forces:R:3
C -0.575 -0.302 0.138 0.478 2.085 -2.161
N 1.065 1.319 -0.159 1.713 -2.761 -1.387
O 1.998 0.801 -0.639 -3.304 1.601 1.511
Br 0.140 -1.596 -0.950 0.408 -0.751 -0.518
Br -2.374 0.180 -0.278 0.211 0.161 -0.157
Br -0.255 -0.403 1.888 0.493 -0.335 2.713
```
Positions in Å, forces in eV/Å.

- highest occupied orbital energy (alpha / beta) (eV) = -8.189 / -8.187
- DFT total energy (hartree) = -7889.98797
- HOMO-LUMO gap (alpha / beta) (eV) = 7.29 / 7.30
- maximum force (eV/A) = 3.97
- lowest unoccupied orbital energy (alpha / beta) (eV) = -0.898 / -0.883

***

Entry 3:
DFT (ωB97M-V/def2-TZVPD) results for C6H6O in the gas phase in a non-equilibrium geometry.

Structure (XYZ):
```
13
Properties=species:S:1:pos:R:3:forces:R:3
O -1.002 -1.644 0.469 -1.340 -0.058 0.063
C -0.407 -0.440 1.048 -0.403 0.073 0.526
C 0.812 -0.688 0.154 -0.239 0.603 -0.160
C 1.341 0.735 -0.241 0.096 -0.497 0.109
C 0.211 1.444 -0.387 0.063 -0.107 0.025
C -0.919 0.473 -0.089 -0.172 0.155 -0.033
C -0.468 -0.889 -0.664 -0.458 -0.197 -0.466
H -0.449 -0.305 2.134 -0.021 -0.021 -0.199
H 1.010 -1.741 0.421 2.277 0.748 -0.270
H 2.358 1.096 -0.380 -0.270 -0.289 0.100
H 0.066 2.496 -0.663 0.299 -0.551 0.140
H -1.968 0.767 -0.129 0.174 0.057 -0.022
H -0.586 -1.304 -1.671 -0.004 0.083 0.187
```
Positions in Å, forces in eV/Å.

- highest occupied orbital energy (eV) = -9.241
- DFT total energy (hartree) = -307.29899
- HOMO-LUMO gap (eV) = 10.40
- maximum force (eV/A) = 2.41
- lowest unoccupied orbital energy (eV) = 1.159